Entry 1:
C39H41IN7O2 | ωB97M-V/def2-TZVPD

## Properties
2S+1	1
net charge	-1
LUMO energy	2.1	eV

The geometry in XYZ format:
```
90
Properties=species:S:1:pos:R:3:forces:R:3:lowdin_charge:R:1
I -5.218 0.513 1.187 0.02 0.10 -0.05 0.384
O -0.403 0.217 2.306 -0.81 -2.14 -2.89 -0.008
O -0.848 -1.863 1.524 0.03 1.36 -0.01 -0.058
N -2.517 -4.607 -1.390 0.12 -0.18 -0.13 0.068
N 3.425 3.872 1.681 0.00 -0.09 -0.01 0.048
N 3.866 -3.439 5.766 0.02 -0.10 0.00 0.063
N 3.137 3.522 -4.393 0.06 0.05 -0.10 0.058
N -2.863 2.207 -2.330 0.07 0.01 0.01 0.074
N -1.915 -2.494 6.859 0.08 0.02 -0.05 0.048
N -3.743 5.217 -5.228 -0.09 0.09 -0.14 0.063
C -1.894 2.180 -1.414 -0.04 0.00 0.01 -0.153
C 4.688 4.326 -6.033 0.03 0.00 0.03 -0.079
C 5.715 4.297 -5.103 0.02 0.01 -0.01 -0.088
C -3.336 -1.841 1.521 -0.61 -0.11 -0.29 -0.451
C 0.402 -2.062 7.293 -0.04 0.07 -0.01 -0.111
C 2.962 -5.658 5.826 0.06 -0.02 -0.02 -0.065
C 5.208 -5.311 5.105 -0.02 -0.02 0.01 -0.083
C -1.066 -6.418 -1.986 -0.02 -0.03 0.01 -0.083
C 3.731 1.129 1.303 0.00 -0.01 0.01 -0.078
C -0.580 2.551 -1.680 -0.14 0.00 -0.21 -0.069
C -2.540 2.611 -3.554 -0.13 -0.09 0.09 -0.173
C -2.111 -7.320 -1.858 0.00 -0.02 0.00 -0.096
C -5.398 6.898 -4.808 -0.02 -0.01 -0.04 -0.075
C -3.511 -5.483 -1.272 -0.10 0.15 0.04 -0.136
C 4.134 3.498 -3.513 -0.09 -0.05 0.08 -0.145
C -3.360 -6.846 -1.491 0.06 -0.01 -0.02 -0.078
C 0.583 -1.619 5.990 0.02 0.07 0.01 -0.091
C -0.860 -2.488 7.673 -0.08 -0.03 0.01 -0.176
C 2.867 -4.286 6.008 0.04 0.09 0.00 -0.139
C 4.782 1.998 1.053 -0.01 0.02 -0.01 -0.092
C -1.723 -2.062 5.611 -0.08 -0.06 0.09 -0.132
C -1.323 -5.077 -1.739 -0.05 0.06 0.03 -0.150
C -2.047 -2.503 1.014 -0.78 -0.45 -0.29 -0.212
C -1.263 3.000 -3.923 0.11 0.01 -0.06 -0.089
C 3.422 3.931 -5.628 -0.09 -0.03 0.06 -0.151
C -0.262 2.969 -2.969 0.11 -0.03 0.24 -0.086
C 4.577 3.354 1.260 -0.02 0.06 -0.01 -0.180
C -0.499 -1.617 5.127 0.03 -0.04 0.00 -0.042
C -4.526 4.740 -6.193 0.08 -0.02 0.05 -0.157
C -4.149 -1.217 0.359 0.35 -0.42 -0.07 -0.701
C 2.526 1.647 1.748 0.03 -0.08 -0.01 -0.057
C 4.159 -6.179 5.363 0.00 -0.03 0.00 -0.088
C 5.435 3.875 -3.814 0.00 0.01 -0.04 -0.074
C -5.755 5.287 -6.528 -0.01 0.02 0.01 -0.077
C 2.425 3.020 1.916 0.04 0.14 0.01 -0.144
C 5.010 -3.957 5.323 -0.04 0.10 0.02 -0.161
C -6.198 6.390 -5.818 -0.02 0.02 0.00 -0.087
C -0.816 -0.520 1.376 0.96 1.20 2.89 -0.288
C -4.184 6.278 -4.555 0.11 -0.06 0.04 -0.143
H -7.154 6.845 -6.045 0.00 0.00 0.00 0.102
H -3.122 -1.136 2.342 0.28 -0.17 0.01 0.043
H -1.062 3.323 -4.936 -0.03 0.03 0.00 0.091
H -2.062 -2.550 -0.084 0.22 0.24 0.23 0.089
H -1.991 -3.544 1.361 0.31 0.34 0.00 0.111
H -2.201 1.847 -0.427 0.00 0.03 0.02 0.085
H 3.870 3.159 -2.517 0.05 0.01 0.05 0.104
H -1.953 -8.376 -2.039 0.00 0.00 0.00 0.098
H 4.862 4.648 -7.050 -0.02 0.00 -0.01 0.098
H 6.204 3.837 -3.055 -0.01 -0.01 0.02 0.099
H -3.353 2.626 -4.270 0.03 0.03 -0.04 0.084
H -1.162 -0.093 0.422 -0.13 -0.36 0.11 0.133
H -3.528 6.641 -3.772 -0.03 0.02 0.02 0.107
H -6.349 4.855 -7.322 0.01 -0.02 0.00 0.098
H 6.160 -5.674 4.740 0.01 0.02 0.00 0.096
H 1.224 -2.079 7.999 -0.01 0.01 0.02 0.098
H -0.401 -1.280 4.104 -0.05 0.04 0.00 0.076
H 1.949 -3.834 6.362 -0.04 -0.11 -0.02 0.075
H 1.557 -1.282 5.655 0.00 -0.02 -0.01 0.105
H 5.741 1.635 0.708 0.01 0.02 0.00 0.093
H 5.375 4.068 1.082 0.04 -0.03 -0.02 0.094
H 0.169 2.512 -0.900 0.00 0.00 0.03 0.090
H -0.074 -6.744 -2.269 0.01 0.01 0.00 0.095
H -5.707 7.754 -4.225 0.01 0.00 0.02 0.099
H -4.146 3.870 -6.719 -0.03 0.00 -0.03 0.103
H 1.498 3.464 2.260 -0.03 -0.05 0.00 0.108
H 4.273 -7.244 5.205 0.00 0.00 0.00 0.102
H -3.966 -2.633 1.964 0.22 0.20 0.13 0.077
H -4.202 -7.515 -1.378 -0.01 0.01 0.01 0.096
H -2.596 -2.074 4.968 0.03 0.03 -0.04 0.105
H 2.117 -6.297 6.039 -0.02 0.02 0.00 0.103
H -4.469 -5.062 -0.987 0.00 -0.01 0.01 0.110
H 6.718 4.598 -5.378 0.00 0.00 0.00 0.102
H 5.806 -3.244 5.134 0.03 -0.03 -0.02 0.100
H 3.851 0.062 1.160 -0.01 0.00 0.00 0.104
H -3.466 -0.769 -0.383 0.01 0.25 0.28 -0.086
H -1.043 -2.845 8.682 0.04 0.01 0.02 0.094
H 1.680 1.008 1.964 -0.05 0.05 0.01 0.074
H 0.750 3.263 -3.223 0.00 -0.02 -0.02 0.074
H -0.533 -4.337 -1.819 0.03 -0.03 -0.01 0.106
H 2.590 3.941 -6.324 0.02 0.01 -0.03 0.104
```
Forces are in eV/Å.

---

Entry 2:
C39H41N4O3P2PdS3 | ωB97M-V/def2-TZVPD

## Properties
2S+1	1
net charge	+1
energy above the lowest of the compared OMol25 structures with the same formula, charge and spin	4.3	kcal per mole
LUMO energy	-3.2	eV

The geometry in XYZ format:
```
93
Properties=species:S:1:pos:R:3:forces:R:3:lowdin_charge:R:1
Pd 0.300 0.106 -0.986 0.12 -0.62 0.31 0.529
S -1.444 0.605 -4.029 0.16 -0.03 0.12 0.636
S -0.772 2.375 6.104 0.00 -0.03 -0.06 0.814
S 2.921 0.590 -1.357 -0.02 0.01 0.05 0.640
P 0.444 -0.539 1.120 0.32 0.13 -0.11 0.875
P -0.600 1.641 0.412 0.33 -0.10 0.05 0.937
O -2.374 1.252 -3.142 0.05 0.02 -0.06 -0.304
O -0.947 1.327 -5.158 0.04 0.07 -0.09 -0.274
O 0.408 -1.949 -2.151 -0.19 0.18 -0.17 -0.043
N 0.192 0.984 1.846 0.03 0.31 -0.70 -0.353
N 4.290 -1.361 -2.485 -0.14 -0.07 -0.08 0.023
N 2.777 -0.309 -3.857 -0.27 0.03 0.11 0.030
N -0.182 -0.012 -3.155 -0.31 0.19 0.34 -0.159
C -2.783 1.586 2.146 0.01 0.02 -0.03 -0.080
C -0.187 5.665 0.599 -0.01 0.03 0.02 -0.057
C -1.673 -3.290 -4.011 -0.04 -0.03 -0.01 0.007
C -4.133 1.726 2.435 0.04 -0.01 0.03 -0.060
C -5.030 2.031 1.422 -0.05 0.01 -0.01 -0.062
C -2.339 1.772 0.840 -0.03 0.01 -0.01 -0.363
C -3.419 -2.612 -5.542 -0.05 0.04 -0.05 -0.048
C -3.095 -3.169 2.306 -0.07 -0.01 0.00 -0.059
C -0.302 -1.351 -2.987 0.08 0.20 -0.16 -0.542
C -1.925 -3.227 3.051 0.03 -0.02 0.04 -0.063
C -3.112 -1.267 -5.362 -0.03 -0.02 -0.02 -0.017
C -2.084 -1.582 0.821 -0.04 -0.08 0.05 -0.098
C 2.374 -1.386 2.979 -0.04 0.06 -0.03 -0.099
C 1.939 -1.393 1.654 -0.13 0.10 -0.07 -0.334
C -2.712 -3.609 -4.877 0.04 -0.03 0.05 -0.050
C -3.176 -2.350 1.189 0.06 -0.02 0.03 -0.055
C 2.551 -2.227 0.716 0.02 0.06 0.23 -0.103
C -1.187 0.959 7.137 0.00 -0.04 0.03 -0.419
C 4.066 -2.992 2.423 0.04 -0.03 0.02 -0.057
C -2.078 -0.971 -4.501 -0.08 -0.08 -0.09 -0.216
C -0.031 3.318 0.086 -0.21 0.07 0.19 -0.341
C -0.910 -1.625 1.574 -0.13 0.01 0.04 -0.315
C 0.148 1.514 4.809 0.03 -0.01 0.04 -0.543
C -1.365 -1.952 -3.839 0.17 -0.18 0.09 -0.141
C 0.613 2.505 3.751 0.06 0.03 0.02 -0.260
C 3.612 -3.026 1.113 0.01 -0.05 -0.08 -0.063
C 0.919 3.591 -0.894 0.02 -0.03 0.02 -0.093
C -4.586 2.203 0.117 0.01 -0.01 0.01 -0.053
C 0.770 5.931 -0.373 0.00 0.07 0.01 -0.055
C 4.672 -2.343 -3.494 0.00 -0.05 -0.03 -0.160
C -0.599 4.364 0.825 0.05 -0.05 -0.08 -0.078
C 3.446 -2.178 3.358 0.02 0.00 0.00 -0.058
C 1.316 4.901 -1.121 0.00 -0.06 0.01 -0.054
C 4.431 -1.761 -4.877 0.00 0.05 0.05 -0.154
C 1.214 1.807 2.540 -0.19 -0.12 0.22 -0.228
C -3.239 2.075 -0.182 -0.01 0.01 0.05 -0.075
C 3.008 -1.234 -4.959 0.01 0.00 -0.05 -0.153
C -0.829 -2.462 2.687 -0.07 0.01 0.00 -0.065
C 3.337 -0.439 -2.658 0.14 0.07 0.01 -0.806
H 2.191 -2.257 -0.301 -0.03 0.02 -0.14 0.076
H -2.896 2.195 -1.202 0.01 0.01 -0.01 0.081
H 1.966 0.299 -3.887 0.12 -0.08 -0.03 0.104
H -0.223 3.137 3.439 0.00 -0.03 -0.03 0.089
H 0.082 -2.529 3.266 0.01 0.00 -0.01 0.098
H 1.872 -0.780 3.723 0.00 0.02 0.01 0.096
H -2.080 1.336 2.930 0.00 -0.01 0.01 0.086
H 1.012 1.008 5.250 -0.01 0.01 0.03 0.081
H -1.114 -4.054 -3.486 0.00 0.01 -0.01 0.124
H 2.032 1.158 2.846 0.02 -0.03 -0.01 0.100
H -2.976 -4.646 -5.039 0.00 0.01 0.00 0.112
H -6.083 2.136 1.649 0.01 0.00 0.00 0.110
H 5.132 -0.946 -5.059 0.01 0.01 -0.02 0.126
H -1.766 1.330 7.980 0.00 0.02 -0.01 0.032
H -1.790 0.235 6.590 0.00 0.01 -0.02 0.033
H 4.083 -3.688 0.397 -0.01 0.02 0.00 0.110
H 2.289 -2.058 -4.913 0.00 0.00 0.00 0.124
H 1.081 6.952 -0.554 -0.01 -0.01 0.00 0.113
H 1.368 3.171 4.175 -0.02 0.02 0.00 0.123
H -0.289 0.475 7.520 0.01 0.01 -0.01 0.036
H -4.482 1.595 3.451 0.01 0.00 -0.02 0.111
H 4.087 -3.259 -3.366 0.01 0.02 0.03 0.124
H 4.595 -2.524 -5.636 -0.01 -0.01 -0.01 0.122
H -1.862 -3.878 3.914 -0.01 0.01 -0.01 0.111
H 4.901 -3.614 2.722 -0.02 0.01 -0.01 0.113
H -0.622 6.474 1.171 0.01 -0.01 -0.01 0.113
H -0.495 0.751 4.362 -0.01 -0.02 -0.02 0.057
H 1.635 2.528 1.838 0.00 0.04 0.04 0.110
H 1.350 2.791 -1.480 0.01 -0.07 -0.02 0.030
H 2.843 -0.694 -5.890 -0.01 -0.02 0.00 0.130
H -4.223 -2.886 -6.212 0.01 -0.01 0.01 0.114
H 4.685 -1.402 -1.562 0.04 0.01 0.07 0.115
H 2.050 5.112 -1.889 -0.01 0.00 0.01 0.115
H 5.721 -2.593 -3.348 0.01 0.02 -0.02 0.125
H -5.290 2.436 -0.671 0.01 0.00 0.00 0.114
H 3.790 -2.167 4.383 -0.01 0.01 0.01 0.114
H -3.946 -3.774 2.594 0.01 0.01 0.00 0.112
H -3.661 -0.491 -5.878 0.02 -0.01 0.02 0.129
H -2.143 -0.948 -0.053 0.00 0.03 -0.05 0.079
H -4.085 -2.312 0.604 0.01 0.00 -0.01 0.114
H -1.372 4.166 1.557 0.00 -0.02 0.00 0.107
```
Forces are in eV/Å.

---

no.,E_tot (a.u.),gap between HOMO and LUMO (hartree),maximum force (eV/Å)
1,-2342.0985,0.16058,3.682
2,-3960.5534,0.26468,0.762